Below is a 9-piece molecular cluster, C52H131N9O17 overall in a non-equilibrium geometry, with properties calculated with wB97M-V/def2-TZVPD.

The value obtained for the relative energy (zero: lowest compared OMol25 entry of this formula, charge and spin) is 97.5 kcal per mole. For the orbital gap (spin up / spin down), the calculation gives 1.2 / 8.6 eV. As for the total energy: -104246.6750 eV. The spin multiplicity is 2. The net charge is -1. For the LUMO energy (spin up / spin down), the calculation gives 2.07 / 2.08 eV.

Each line ends with the Löwdin charge.
Positions of all 209 atoms, in Å:
C  0.7255  0.1991  -11.6822  -0.1776
O  -0.1898  0.1306  -10.6341  -0.2289
C  -0.4171  1.4670  -9.9738  -0.1513
C  -1.5892  1.3548  -8.9343  -0.2260
N  -1.7768  2.5676  -8.1297  -0.0741
C  -0.7900  2.6201  -6.9820  -0.1918
C  -1.1847  1.6758  -5.8283  -0.2092
O  -0.2978  1.7068  -4.6531  -0.2328
C  1.0967  1.5062  -4.9210  -0.1025
H  0.0639  0.3149  -12.5406  0.0792
H  1.1510  -0.7766  -11.9172  0.0769
H  1.5432  0.9168  -11.6159  0.0832
H  -0.6683  2.2449  -10.6948  0.1102
H  0.5758  1.6721  -9.5736  0.1013
H  -1.4652  0.5305  -8.2320  0.0923
H  -2.4774  1.3727  -9.5658  0.1129
H  -2.7016  2.4577  -7.7388  0.0792
H  -0.8067  3.6314  -6.5758  0.1084
H  0.1982  2.4019  -7.3867  0.0982
H  -1.2711  0.6654  -6.2281  0.0924
H  -2.1834  1.8367  -5.4223  0.0997
H  1.3049  0.5821  -5.4602  0.0793
H  1.5505  1.4183  -3.9339  0.0715
H  1.4370  2.4081  -5.4298  0.0781
C  11.2296  -3.1253  2.5622  -0.0998
O  9.8797  -3.2379  2.9296  -0.2061
C  9.7030  -3.7538  4.2077  -0.2746
C  8.2737  -3.9088  4.7679  -0.1800
N  7.5754  -2.6454  4.3306  -0.0768
C  6.1681  -2.6932  4.6076  -0.2104
C  5.5020  -1.3766  4.0494  -0.2178
O  4.1456  -1.6627  3.9476  -0.2034
C  3.3136  -0.5789  3.9248  -0.1430
H  11.6209  -2.2402  3.0638  0.0878
H  11.1114  -2.9073  1.5008  0.0955
H  11.7651  -4.0237  2.8692  0.0875
H  10.1805  -3.1156  4.9512  0.1200
H  10.0463  -4.7859  4.2776  0.1149
H  8.0667  -3.9925  5.8348  0.1219
H  7.9440  -4.7316  4.1337  0.1074
H  7.8341  -2.7664  3.3618  0.0914
H  5.9084  -2.7861  5.6621  0.1196
H  5.6801  -3.5008  4.0619  0.1102
H  5.9408  -0.8693  3.1901  0.1236
H  5.5764  -0.7162  4.9133  0.1077
H  3.5976  0.2675  4.5503  0.0849
H  2.3192  -0.9350  4.1940  0.0890
H  3.2535  -0.2011  2.9041  0.0812
C  -5.3998  0.9703  2.5649  -0.0990
O  -5.4874  -0.1674  3.4255  -0.2012
C  -6.8501  -0.4552  3.8896  -0.1855
C  -6.9904  -1.6259  4.9284  -0.1879
N  -6.1916  -2.7805  4.3985  -0.0518
C  -6.0954  -3.6942  5.5398  -0.1953
C  -5.1534  -4.8849  5.1070  -0.1777
O  -4.6807  -5.3651  6.3590  -0.2270
C  -3.9068  -6.5166  6.2655  -0.1403
H  -5.9714  0.9217  1.6381  0.0819
H  -4.3798  0.9580  2.1810  0.0714
H  -5.5431  1.9189  3.0824  0.0792
H  -7.5723  -0.6629  3.1001  0.1069
H  -7.2409  0.4322  4.3875  0.1052
H  -8.0064  -1.9447  5.1615  0.1141
H  -6.5458  -1.2088  5.8320  0.1019
H  -5.2809  -2.4688  4.0927  0.0572
H  -7.0107  -4.1132  5.9578  0.1131
H  -5.6922  -3.1473  6.3921  0.1073
H  -4.2681  -4.5251  4.5826  0.0973
H  -5.6196  -5.7185  4.5819  0.1182
H  -3.4386  -6.6047  7.2459  0.0861
H  -3.1900  -6.6228  5.4512  0.0843
H  -4.6888  -7.2747  6.2205  0.0829
C  -6.3305  -5.7666  0.3832  -0.1423
O  -4.9440  -5.9232  0.3728  -0.2167
C  -4.4533  -6.9078  -0.5589  -0.1783
C  -2.9009  -6.7001  -0.7538  -0.1979
N  -2.6487  -5.7413  -1.8429  -0.0638
C  -1.2186  -5.4273  -1.8978  -0.2125
C  -0.9875  -4.5958  -3.2103  -0.2056
O  -1.2939  -3.2763  -2.7472  -0.2248
C  -1.2578  -2.4104  -3.7843  -0.2265
H  -6.6801  -5.0985  1.1703  0.0816
H  -6.8721  -6.6875  0.5994  0.0770
H  -6.6828  -5.4598  -0.6016  0.0840
H  -4.7935  -6.6799  -1.5690  0.1119
H  -4.7064  -7.9168  -0.2335  0.1134
H  -2.4256  -7.6456  -1.0150  0.1098
H  -2.5157  -6.3501  0.2039  0.1055
H  -3.1047  -4.8473  -1.7293  0.0899
H  -0.7663  -6.4121  -2.0149  0.1040
H  -0.6711  -4.9215  -1.1025  0.1102
H  -1.6462  -4.8827  -4.0300  0.1162
H  0.0470  -4.8117  -3.4775  0.1079
H  -0.3483  -2.4468  -4.3840  0.0780
H  -1.3857  -1.3884  -3.4277  0.0783
H  -2.0678  -2.5493  -4.5004  0.0658
C  9.0030  4.6196  -4.3555  -0.1441
O  8.6496  3.2988  -4.0352  -0.1640
C  8.8484  2.4605  -5.1214  -0.2547
C  8.4567  0.9303  -5.0955  -0.2022
N  7.0266  0.8017  -4.9106  -0.0618
C  6.6968  -0.5268  -4.4358  -0.2382
C  5.1695  -0.5243  -4.3889  -0.1979
O  4.6612  0.4589  -3.4528  -0.2205
C  4.1080  0.1335  -2.2173  -0.1378
H  9.7980  4.8566  -5.0625  0.0808
H  9.3942  5.1935  -3.5154  0.0815
H  8.1671  5.2144  -4.7235  0.0864
H  9.8946  2.5478  -5.4146  0.1117
H  8.2203  2.8924  -5.9005  0.1158
H  9.1315  0.5358  -4.3358  0.1135
H  8.7426  0.6927  -6.1202  0.1160
H  6.7778  1.2969  -4.0663  0.1042
H  7.1747  -0.6218  -3.4607  0.1093
H  7.2070  -1.3447  -4.9444  0.1160
H  4.7503  -1.4809  -4.0769  0.1046
H  4.8763  -0.3075  -5.4161  0.1109
H  3.4657  -0.7116  -2.4652  0.0732
H  3.5547  0.9875  -1.8266  0.0809
H  4.8160  -0.2859  -1.5025  0.0757
C  -4.2416  4.8565  -3.3104  -0.1795
O  -3.2060  5.2705  -2.5455  -0.2159
C  -1.8811  4.9070  -2.9538  -0.1813
C  -0.8674  5.2135  -1.8186  -0.2056
N  -0.8275  6.6486  -1.5697  -0.0501
C  -0.0853  7.1359  -0.3759  -0.1852
C  -0.2252  8.6509  -0.0873  -0.2128
O  -1.5706  8.8156  0.2771  -0.1998
C  -2.0350  10.0913  0.3010  -0.1526
H  -4.0955  5.3473  -4.2726  0.0909
H  -5.2065  5.2103  -2.9470  0.0780
H  -4.2742  3.7856  -3.1100  0.0815
H  -1.5390  5.5072  -3.7969  0.1164
H  -1.8107  3.8428  -3.1788  0.1101
H  0.1266  4.8733  -2.1089  0.1139
H  -1.0823  4.5599  -0.9732  0.1014
H  -1.7688  7.0059  -1.4897  0.0944
H  0.9315  6.7629  -0.4991  0.1148
H  -0.4681  6.7688  0.5764  0.0963
H  -0.1361  9.1277  -1.0634  0.1169
H  0.4737  9.0149  0.6657  0.1237
H  -3.1184  10.0109  0.3899  0.0945
H  -1.8032  10.6920  -0.5785  0.0835
H  -1.5557  10.6346  1.1153  0.0855
C  0.0178  2.6170  8.7656  -0.0762
O  -0.4659  2.9570  7.4023  -0.2052
C  0.4131  3.7755  6.5985  -0.1994
C  0.3168  3.7195  5.0577  -0.2223
N  -0.5197  4.6899  4.4068  -0.0789
C  -0.9090  4.3684  3.0376  -0.1939
C  -2.0239  3.3204  2.8681  -0.2547
O  -3.2057  3.7118  3.3876  -0.1519
C  -3.9773  4.5382  2.5741  -0.1181
H  -0.2912  3.3543  9.5065  0.0735
H  1.0887  2.4573  8.8910  0.0740
H  -0.4799  1.6560  8.8956  0.0807
H  1.4462  3.4569  6.7373  0.1034
H  0.3169  4.7979  6.9639  0.1174
H  -0.0886  2.7574  4.7447  0.1034
H  1.3027  3.7469  4.5936  0.1120
H  -1.2413  4.9488  5.0643  0.1098
H  -0.0326  4.1438  2.4297  0.1205
H  -1.1663  5.3383  2.6118  0.0980
H  -1.5728  2.4598  3.3619  0.1162
H  -2.0521  3.1375  1.7939  0.1040
H  -3.7131  5.5951  2.5401  0.0786
H  -5.0155  4.5749  2.9041  0.0864
H  -3.8595  4.3174  1.5133  0.0862
C  -5.4291  -2.2050  -0.0204  -0.1437
O  -4.1115  -1.8777  0.1979  -0.1766
C  -3.3298  -2.9691  0.6085  -0.2011
C  -3.6700  -3.4369  2.0399  -0.1931
N  -3.2793  -2.3663  3.0107  -0.0599
C  -1.8415  -2.2058  3.1813  -0.1564
C  -1.0289  -3.5785  3.4098  -0.1982
O  0.3305  -3.2849  3.2613  -0.1992
C  1.3317  -4.2457  3.5784  -0.1103
H  -5.5155  -2.7324  -0.9704  0.0870
H  -6.0639  -1.3416  -0.2199  0.0806
H  -5.9232  -2.6852  0.8242  0.0779
H  -2.2521  -3.0173  0.4523  0.1206
H  -3.6431  -3.8058  -0.0158  0.0826
H  -3.2819  -4.4100  2.3410  0.1000
H  -4.7446  -3.6041  2.1127  0.0806
H  -3.7465  -1.6120  2.5280  0.0750
H  -1.7830  -1.4537  3.9680  0.1179
H  -1.4124  -1.7518  2.2880  0.0854
H  -1.1948  -4.3706  2.6795  0.1033
H  -1.4802  -3.8920  4.3511  0.1136
H  1.3474  -4.7149  4.5622  0.0820
H  2.2553  -3.6715  3.5065  0.0725
H  1.4451  -5.0386  2.8391  0.0753
C  0.8421  -0.0568  0.8420  -0.0668
C  -0.0855  -0.4348  -0.3439  -0.3976
C  -0.2258  0.8442  -1.2488  -0.1583
O  -1.1229  1.7470  -0.6315  -0.2057
C  -2.4398  1.3016  -0.4206  -0.1261
N  0.5485  -1.5794  -1.0186  0.0771
H  1.7707  0.2677  0.3725  0.0631
H  1.1064  -0.8803  1.5054  0.0599
H  0.4480  0.7736  1.4279  0.0746
H  -1.0012  -0.6520  0.2060  0.0949
H  -0.6777  0.6521  -2.2219  0.1008
H  0.7365  1.3474  -1.3436  0.1161
H  -2.9207  0.7576  -1.2335  0.0872
H  -3.0463  2.1927  -0.2587  0.0726
H  -2.6041  0.7588  0.5103  0.0626
H  0.4544  -2.2816  -0.2988  0.0553
H  0.0216  -1.9691  -1.7871  0.0267